Density functional theory data (ωB97M-V/def2-TZVPD) for a cluster of 2 separate species, C6H13NO4 in total in a non-equilibrium geometry.

Structure (XYZ):
```
24
Properties=species:S:1:pos:R:3:forces:R:3:nbo_charge:R:1
O -2.940 -1.888 0.986 0.30 1.23 -1.17 -0.632
N -2.707 -0.756 0.346 -0.54 -1.42 2.03 0.248
O -3.011 -0.739 -1.016 0.31 0.75 0.58 -0.543
C -2.318 0.305 0.986 -0.35 -0.19 -2.12 0.471
O -2.003 0.203 2.253 0.29 0.97 1.07 -0.645
C -2.035 1.580 0.215 -0.76 -0.48 -0.49 -0.123
O -3.150 2.127 -0.516 -1.00 -1.47 -1.14 -0.724
H -3.161 -1.681 -1.162 -0.11 -0.39 0.02 0.504
H -2.324 -0.585 2.714 -0.19 -0.46 -0.72 0.531
H -1.106 1.348 -0.344 -0.62 0.39 -0.44 0.204
H -1.852 2.413 0.856 0.57 0.10 0.92 0.218
H -3.753 1.493 -1.047 2.10 0.97 1.42 0.496
C 0.669 -0.420 -2.052 -1.59 0.91 -2.76 -0.445
C 1.111 -0.617 -0.873 1.13 -0.22 5.49 0.056
C 2.259 0.236 -0.326 -0.85 0.78 -0.51 -0.660
C 0.495 -1.497 0.278 3.01 -0.52 -3.24 -0.634
H -0.210 -0.834 -2.446 -1.15 -1.33 -0.14 0.193
H 0.932 0.367 -2.728 1.08 0.46 -0.02 0.194
H 2.275 0.553 0.760 -0.59 -0.26 -1.33 0.215
H 3.166 -0.260 -0.486 1.55 -1.11 -0.02 0.218
H 2.321 1.054 -1.051 0.13 0.52 0.70 0.214
H -0.399 -1.935 -0.054 -1.34 -0.61 0.09 0.218
H 1.255 -2.280 0.515 -0.67 0.39 -0.05 0.216
H 0.467 -0.842 1.078 -0.71 0.99 1.83 0.210
```
Forces are in eV/Å.

Summary:
HOMO-LUMO gap: 9.3 eV
highest occupied orbital energy: -8.737 eV
energy above the lowest of the compared OMol25 structures with the same formula, charge and spin: 120.1 kcal per mole
LUMO level: 0.569 eV
net charge: 0
largest force on an atom: 0.1090 hartree/bohr